Computed, not measured: a 11-piece molecular cluster, C83H164Cl6N9O9 overall at a distorted geometry, with wB97M-V/def2-TZVPD.

- Gap between HOMO and LUMO (alpha / beta): 6.950 / 3.810 eV
- Total charge: +1
- Multiplicity: 11
- <S²>: 30.0521
- Electronic energy: -195668.0965 eV

CARTESIAN COORDINATES (ANGSTROEM)
C -1.438 2.707 1.253
C -0.376 1.805 0.721
C 0.479 1.363 1.959
C 1.445 0.190 1.734
C 0.603 -0.924 1.115
C -0.134 -0.623 -0.186
N -0.900 0.682 -0.082
O -1.653 1.080 -1.298
C 0.859 -0.731 -1.339
C -1.143 -1.713 -0.356
C 0.625 2.663 -0.100
H -1.985 2.251 2.079
H -2.210 2.901 0.509
H -0.972 3.664 1.491
H 1.095 2.206 2.271
H -0.198 1.087 2.767
H 1.976 -0.124 2.632
H 2.194 0.531 1.020
H -0.114 -1.255 1.866
H 1.224 -1.818 1.053
H 1.272 -1.733 -1.451
H 0.268 -0.525 -2.231
H 1.721 -0.066 -1.373
H -1.979 -1.598 0.334
H -1.582 -1.631 -1.351
H -0.619 -2.664 -0.261
H 1.462 2.076 -0.478
H 1.090 3.399 0.556
H 0.132 3.186 -0.920
C 3.023 -3.613 5.104
C 1.545 -3.884 4.710
C 1.314 -5.286 5.299
C -0.140 -5.642 5.214
C -0.904 -4.769 6.069
C -0.829 -3.320 5.646
N 0.589 -2.964 5.485
O 0.780 -1.483 5.224
C -1.722 -3.191 4.414
C -1.511 -2.564 6.752
C 1.514 -3.906 3.207
H 3.213 -3.622 6.178
H 3.178 -2.557 4.883
H 3.653 -4.342 4.595
H 1.864 -6.023 4.713
H 1.753 -5.333 6.296
H -0.247 -6.663 5.581
H -0.693 -5.714 4.277
H -0.543 -4.923 7.085
H -1.971 -4.994 6.069
H -2.756 -3.450 4.641
H -1.602 -2.242 3.891
H -1.567 -3.974 3.672
H -0.982 -2.647 7.701
H -1.531 -1.508 6.481
H -2.485 -2.909 7.098
H 0.545 -4.008 2.719
H 2.319 -4.482 2.751
H 1.765 -2.902 2.865
C 1.288 7.847 3.554
C 1.823 7.613 2.145
C 0.993 8.627 1.207
C 1.399 10.094 1.288
C 2.862 10.199 0.844
C 3.765 9.267 1.778
N 3.283 7.853 1.967
O 4.148 6.947 2.749
C 5.130 9.289 1.049
C 4.006 9.912 3.190
C 1.342 6.156 1.667
H 0.211 7.793 3.714
H 1.522 8.848 3.916
H 1.649 7.159 4.318
H 1.220 8.327 0.184
H -0.084 8.612 1.374
H 1.275 10.616 2.236
H 0.636 10.569 0.671
H 3.141 11.251 0.905
H 2.951 9.773 -0.156
H 5.364 10.253 0.598
H 5.986 9.015 1.665
H 5.174 8.604 0.202
H 4.719 9.428 3.857
H 4.345 10.937 3.036
H 3.039 10.026 3.680
H 1.629 5.936 0.639
H 0.254 6.167 1.596
H 1.640 5.323 2.304
C -7.456 0.672 3.233
C -7.452 0.463 1.669
C -6.542 1.619 1.114
C -5.049 1.495 1.295
C -4.615 0.143 0.647
C -5.369 -1.092 1.158
N -6.826 -0.904 1.215
O -7.587 -2.096 1.568
C -4.883 -2.188 0.169
C -4.792 -1.565 2.562
C -8.883 0.652 1.038
H -8.124 1.486 3.515
H -6.472 0.972 3.593
H -7.718 -0.232 3.782
H -6.785 1.798 0.066
H -6.825 2.547 1.610
H -4.594 1.553 2.284
H -4.702 2.362 0.734
H -3.608 -0.045 1.020
H -4.625 0.325 -0.427
H -5.407 -3.107 0.436
H -5.070 -1.900 -0.865
H -3.824 -2.423 0.058
H -5.144 -2.489 3.021
H -3.705 -1.613 2.506
H -4.973 -0.769 3.284
H -8.975 0.059 0.128
H -9.229 1.674 0.886
H -9.613 0.344 1.786
C 2.464 4.852 -6.853
C 2.952 3.673 -5.932
C 2.370 4.154 -4.559
C 2.623 3.073 -3.564
C 1.952 1.806 -3.889
C 2.303 1.268 -5.262
N 2.306 2.374 -6.248
O 2.398 1.885 -7.701
C 3.646 0.570 -5.253
C 1.132 0.278 -5.467
C 4.506 3.599 -5.869
H 2.908 4.713 -7.839
H 2.631 5.842 -6.430
H 1.397 4.828 -7.074
H 2.898 5.069 -4.290
H 1.296 4.338 -4.531
H 2.269 3.481 -2.617
H 3.676 2.999 -3.289
H 0.892 1.952 -3.678
H 2.154 1.013 -3.169
H 3.989 0.388 -6.271
H 4.516 1.024 -4.778
H 3.593 -0.400 -4.758
H 0.149 0.749 -5.492
H 1.353 -0.256 -6.390
H 1.158 -0.481 -4.685
H 5.040 3.418 -4.935
H 4.908 4.587 -6.093
H 5.006 2.966 -6.602
C 6.723 3.153 6.319
C 5.464 3.125 7.160
C 5.257 4.566 7.644
C 4.694 5.519 6.574
C 3.404 4.962 6.000
C 3.546 3.453 5.536
N 4.215 2.627 6.566
O 4.260 1.250 6.168
C 2.117 2.997 5.251
C 4.182 3.476 4.171
C 5.651 2.364 8.438
H 6.656 2.316 5.624
H 7.680 3.009 6.821
H 6.757 3.975 5.605
H 4.731 4.593 8.598
H 6.253 4.981 7.800
H 5.471 5.679 5.827
H 4.413 6.386 7.171
H 3.153 5.612 5.161
H 2.539 5.144 6.637
H 1.655 2.792 6.216
H 1.387 3.693 4.836
H 2.049 2.042 4.729
H 4.099 2.539 3.621
H 3.657 4.118 3.463
H 5.241 3.725 4.105
H 5.615 1.290 8.253
H 5.017 2.639 9.281
H 6.647 2.575 8.829
C 0.546 -8.102 0.873
C -0.962 -7.642 0.817
C -0.830 -6.120 1.083
C -2.053 -5.264 0.978
C -2.888 -5.476 -0.290
C -2.975 -6.907 -0.807
N -1.699 -7.673 -0.503
O -1.422 -8.742 -1.419
C -4.188 -7.650 -0.142
C -3.119 -6.589 -2.330
C -1.662 -8.191 2.026
H 1.059 -7.817 -0.045
H 0.649 -9.181 0.755
H 1.142 -7.809 1.737
H -0.392 -5.997 2.074
H -0.097 -5.685 0.404
H -1.858 -4.209 1.169
H -2.717 -5.578 1.784
H -2.776 -4.650 -0.992
H -3.841 -5.077 0.059
H -4.583 -8.366 -0.862
H -3.782 -8.075 0.776
H -5.014 -6.991 0.125
H -3.195 -7.506 -2.916
H -4.128 -6.181 -2.384
H -2.395 -5.934 -2.816
H -2.416 -7.571 2.510
H -0.868 -8.420 2.737
H -2.147 -9.155 1.874
C -4.974 0.899 -5.944
C -3.421 0.927 -5.940
C -3.042 0.828 -4.459
C -3.118 -0.609 -3.842
C -2.142 -1.490 -4.733
C -2.597 -1.590 -6.188
N -2.885 -0.211 -6.781
O -3.206 -0.153 -8.162
C -1.529 -2.394 -6.883
C -3.887 -2.491 -6.086
C -2.910 2.320 -6.379
H -5.356 0.238 -5.166
H -5.263 0.565 -6.941
H -5.255 1.932 -5.740
H -2.060 1.291 -4.367
H -3.545 1.487 -3.751
H -4.124 -0.982 -3.651
H -2.929 -0.600 -2.769
H -2.073 -2.443 -4.210
H -1.147 -1.044 -4.723
H -1.394 -3.294 -6.284
H -1.780 -2.647 -7.913
H -0.614 -1.803 -6.846
H -4.603 -2.039 -5.400
H -4.428 -2.581 -7.028
H -3.817 -3.532 -5.768
H -3.467 3.185 -6.020
H -3.196 2.500 -7.416
H -1.832 2.348 -6.221
C 0.849 -4.263 -3.821
C 2.090 -5.091 -3.376
C 1.656 -6.485 -2.716
C 1.094 -7.433 -3.853
C 2.259 -7.630 -4.865
C 2.807 -6.394 -5.516
N 3.000 -5.274 -4.555
O 3.642 -4.113 -5.107
C 4.216 -6.863 -6.053
C 1.901 -6.030 -6.733
C 2.929 -4.338 -2.170
H 0.298 -4.713 -4.647
H 1.217 -3.328 -4.244
H 0.155 -4.084 -3.000
H 2.404 -7.009 -2.122
H 0.801 -6.118 -2.149
H 0.280 -6.956 -4.397
H 0.779 -8.410 -3.486
H 1.856 -8.327 -5.599
H 3.000 -8.222 -4.329
H 3.960 -7.495 -6.903
H 4.769 -5.977 -6.366
H 4.829 -7.440 -5.361
H 2.434 -5.347 -7.394
H 1.489 -6.792 -7.395
H 0.994 -5.665 -6.251
H 3.919 -4.763 -2.004
H 2.376 -4.402 -1.233
H 2.997 -3.267 -2.358
C -1.883 5.495 -2.524
Cl -3.352 6.217 -3.192
Cl -0.624 6.639 -2.030
Cl -1.191 4.321 -3.653
H -2.241 4.887 -1.694
C -4.466 5.204 2.397
Cl -2.863 5.164 3.242
Cl -4.325 5.475 0.627
Cl -5.460 6.511 3.046
H -4.984 4.245 2.423

These are the Mulliken partial charges, in e, on atoms 1 to 8: -1.5399 2.6544 -1.9180 -1.3893 -0.8490 2.6999 0.8202 0.1245



Computed, not measured: C23H25N2ORu as an isolated structure at a distorted geometry, with wB97M-V/def2-TZVPD.

- Energy relative to the best compared isomer or geometry (same formula, charge and spin): 8.6 kcal/mol
- Gap between HOMO and LUMO (alpha / beta): 5.871 / 7.353 eV
- Multiplicity: 6
- <S²>: 8.7761
- Electronic energy: -31859.1233 eV

CARTESIAN COORDINATES (ANGSTROEM)
C -1.868 0.246 -1.708
C -0.734 -0.484 -2.234
C -0.611 -1.705 -1.459
H -0.169 -0.196 -3.143
C -1.579 -1.697 -0.376
C -2.397 -0.520 -0.535
H -1.759 -2.488 0.375
C 0.398 2.450 0.031
C 0.831 1.851 -1.240
C 1.947 0.991 -0.948
H 0.405 2.074 -2.238
C 2.124 0.979 0.494
C 1.140 1.806 1.106
H 0.007 -2.553 -1.748
H -3.094 -0.106 0.233
H -2.196 1.223 -2.121
H 1.016 2.025 2.198
H 2.560 0.454 -1.689
H -0.377 3.231 0.196
Ru -0.087 0.160 -0.152
C 3.265 0.311 1.257
C 4.057 1.388 2.026
C 4.192 -0.458 0.296
H 4.323 2.209 1.351
H 4.976 0.935 2.414
H 3.464 1.781 2.861
H 4.792 0.263 -0.275
H 3.608 -1.084 -0.401
H 4.856 -1.091 0.900
C 2.616 -0.653 2.291
C 1.903 -1.810 1.604
H 1.867 -0.103 2.902
H 3.405 -1.017 2.961
O 1.069 -1.683 0.695
N 2.168 -3.053 2.081
C 1.270 -4.227 1.881
H 3.114 -3.238 2.450
C 1.291 -4.737 0.454
C 0.121 -5.229 -0.144
H -0.830 -5.205 0.409
C 0.169 -5.733 -1.456
H -0.752 -6.110 -1.923
C 1.388 -5.769 -2.158
H 1.427 -6.171 -3.180
C 2.560 -5.296 -1.538
H 3.520 -5.319 -2.068
C 2.516 -4.793 -0.229
H 3.429 -4.430 0.265
H 0.240 -3.949 2.177
H 1.652 -4.993 2.565
N -2.248 2.428 -0.047
C -1.513 1.538 0.209

These are the Mulliken partial charges, in e, on atoms 1 to 8: -0.3395 -0.9116 0.0356 0.5004 -0.4371 -0.6574 0.4387 -0.4350